{
  "formula": "C5H10O",
  "method": "the ωB97M-V functional and the def2-TZVPD basis",
  "orbital_gap_ha": 0.3427,
  "homo_energy_ev": -8.328,
  "de_lowest_ev": 2.860,
  "species": ["C", "C", "C", "C", "O", "C", "H", "H", "H", "H", "H", "H", "H", "H", "H", "H"],
  "xyz": [[-0.31956, -0.95700, -1.30791], [0.18841, 0.38824, -0.78382], [1.58551, 0.74508, -1.29685], [0.10166, 0.61771, 0.71238], [-0.74084, -0.26329, 1.19114], [-1.12268, -0.10175, 2.55959], [-1.33379, -1.15927, -0.95528], [0.32030, -1.77290, -0.95181], [-0.32247, -0.98246, -2.40235], [-0.49351, 1.18811, -1.13304], [2.31606, -0.01636, -0.99912], [1.91476, 1.70468, -0.88666], [1.59490, 0.80953, -2.39067], [-0.39161, 0.52699, 3.07313], [-2.10883, 0.37203, 2.56983], [-1.18831, -1.09933, 3.00144]],
  "forces_ev_per_a": [[-0.018, -0.058, 0.037], [0.086, 0.077, 0.040], [0.066, 0.013, -0.038], [-0.379, -0.424, -0.230], [0.264, 0.407, -0.181], [-0.114, -0.003, 0.298], [0.126, 0.006, -0.108], [-0.068, 0.108, -0.064], [0.048, 0.054, 0.141], [0.059, -0.078, 0.064], [-0.114, 0.095, -0.030], [-0.055, -0.145, -0.051], [-0.002, -0.029, 0.167], [-0.108, -0.119, -0.079], [0.166, -0.089, 0.078], [0.043, 0.184, -0.043]],
  "mulliken_charge": [-1.389, 1.138, -1.382, -0.852, -0.044, -0.593, 0.339, 0.314, 0.399, 0.160, 0.339, 0.377, 0.363, 0.339, 0.263, 0.228]
}